# 1
ORCA calculation (the ωB97M-V functional and the def2-TZVPD basis) on a 15-piece molecular cluster, C36H108N6O15 overall in a non-equilibrium geometry.

Last column: Löwdin charge in e.
Element x y z (Å)
C  -4.164148  -3.483671  -0.175919  -0.07
C  -4.329904  -3.818450  1.263415  -0.43
C  -2.906776  -4.087653  1.839409  -0.23
O  -2.809002  -4.036165  3.212173  -0.21
C  -1.490118  -4.299523  3.662343  -0.09
N  -5.054522  -2.800153  2.006765  0.05
H  -3.497197  -2.673922  -0.382334  0.05
H  -5.076679  -3.102237  -0.687333  0.10
H  -3.806756  -4.389839  -0.663664  0.08
H  -4.862680  -4.727706  1.416101  0.12
H  -2.093990  -3.523535  1.441232  0.09
H  -2.747538  -5.141035  1.478168  0.14
H  -0.841952  -3.629764  3.087441  0.07
H  -1.254708  -5.358566  3.577373  0.09
H  -1.422437  -3.936148  4.710423  0.11
H  -5.100234  -2.896514  3.040571  0.09
H  -4.551763  -1.941957  1.834952  0.02
C  0.774934  3.574889  -5.547972  -0.05
C  1.726947  3.551387  -4.312633  -0.36
C  1.889087  4.992666  -3.820415  -0.17
O  2.791715  5.054230  -2.663501  -0.19
C  3.109746  6.404141  -2.329740  -0.10
N  1.053308  2.760512  -3.233282  0.07
H  1.321202  4.149622  -6.232928  0.05
H  -0.199493  3.985533  -5.266320  0.08
H  0.663391  2.526164  -5.926300  0.09
H  2.712823  3.132301  -4.588974  0.14
H  0.944403  5.370330  -3.569514  0.11
H  2.304642  5.638316  -4.597922  0.12
H  3.260299  6.979480  -3.216819  0.07
H  4.019687  6.381657  -1.695546  0.11
H  2.329554  6.866836  -1.779382  0.06
H  1.391346  2.967489  -2.359086  0.04
H  1.156575  1.806816  -3.428916  0.07
C  0.628449  -0.146621  2.583228  -0.05
C  -0.077573  0.254535  1.361639  -0.41
C  -0.583632  -0.952301  0.581763  -0.13
O  0.465273  -1.898595  0.168110  -0.21
C  1.570885  -1.359957  -0.510588  -0.11
N  -1.291593  1.102230  1.535026  0.05
H  0.136161  -0.695717  3.326489  0.05
H  0.967443  0.740497  3.154004  0.08
H  1.521097  -0.726636  2.298678  0.08
H  0.644745  0.887221  0.801924  0.13
H  -1.068569  -0.482376  -0.247181  0.11
H  -1.163288  -1.675669  1.229753  0.13
H  2.227254  -2.110349  -0.856520  0.06
H  2.168231  -0.677931  0.135464  0.08
H  1.168931  -0.793990  -1.363473  0.10
H  -0.969655  1.953639  2.035546  0.10
H  -1.508854  1.433879  0.598070  0.06
C  -1.522043  -3.547409  -7.730206  -0.04
C  -2.357556  -4.470372  -6.783861  -0.37
C  -1.806746  -5.979756  -6.705470  -0.21
O  -0.542880  -6.116047  -6.102513  -0.20
C  -0.153164  -7.470845  -6.032985  -0.13
N  -2.472331  -3.882208  -5.468890  0.04
H  -0.464473  -3.599460  -7.540021  0.06
H  -1.773125  -2.461461  -7.680511  0.08
H  -1.597001  -3.932198  -8.766719  0.08
H  -3.353263  -4.665458  -7.182971  0.13
H  -1.815125  -6.462281  -7.701342  0.12
H  -2.536032  -6.523878  -6.133918  0.10
H  -0.891398  -8.213570  -5.546924  0.11
H  0.730565  -7.484721  -5.395274  0.07
H  0.161312  -7.840691  -7.066714  0.11
H  -2.898208  -4.456712  -4.734402  0.11
H  -1.548252  -3.696310  -5.140425  0.07
C  2.075525  -4.730083  1.909910  -0.04
C  3.055572  -4.306917  0.790534  -0.39
C  4.132683  -3.397853  1.370493  -0.24
O  3.475501  -2.328002  1.959312  -0.21
C  4.349883  -1.352681  2.400287  -0.12
N  3.781719  -5.443974  0.161636  0.03
H  1.324783  -4.006325  2.159440  0.06
H  2.618667  -4.955131  2.809730  0.08
H  1.628589  -5.659417  1.604197  0.06
H  2.579394  -3.741826  -0.035682  0.10
H  4.858297  -3.037896  0.649415  0.12
H  4.751347  -3.897932  2.181191  0.14
H  4.826738  -0.966845  1.505199  0.09
H  5.113899  -1.696168  3.135387  0.10
H  3.778131  -0.543893  2.912625  0.07
H  3.297689  -6.299665  0.482034  0.06
H  4.737659  -5.651497  0.492432  0.07
C  3.320513  2.219946  1.539498  -0.06
C  3.276603  3.724347  1.221968  -0.38
C  1.893780  4.108549  0.778405  -0.23
O  1.908519  5.458403  0.457885  -0.19
C  0.609138  5.856162  0.028161  -0.08
N  3.579977  4.533522  2.398819  0.07
H  2.698488  1.969481  2.393259  0.05
H  4.308540  1.671984  1.689934  0.09
H  2.845438  1.664853  0.760859  0.05
H  4.033610  3.899769  0.460198  0.14
H  1.036376  3.863197  1.483083  0.14
H  1.680150  3.602566  -0.164226  0.11
H  -0.128423  5.348822  0.689946  0.07
H  0.370167  5.522737  -0.967247  0.08
H  0.623178  6.943682  0.141173  0.10
H  4.556881  4.573685  2.638213  0.10
H  3.229019  5.387831  2.070660  0.06
C  -1.629084  0.898082  6.036739  -0.09
C  -0.098552  0.829753  6.364535  -0.29
O  0.395404  2.154537  6.473499  -0.10
H  -1.679011  1.370840  4.942907  0.10
H  -2.245509  1.550784  6.663610  0.06
H  -2.047868  -0.086740  6.024920  0.03
H  0.411840  0.316898  5.566901  0.09
H  -0.041201  0.338927  7.330691  0.10
H  0.955313  2.367643  5.711922  0.02
C  -2.356244  5.366647  4.132507  -0.09
C  -0.920199  5.619482  3.921809  -0.30
O  -0.164943  4.463595  3.533739  -0.07
H  -2.938898  5.319004  3.231414  0.05
H  -2.887302  6.191883  4.694525  0.10
H  -2.539393  4.480431  4.702631  0.07
H  -0.507326  5.990480  4.861038  0.12
H  -0.756494  6.399583  3.210330  0.10
H  0.280248  4.020034  4.219847  0.02
C  0.107025  -5.521869  -1.166905  -0.11
C  0.611090  -5.008632  -2.444166  -0.27
O  0.107406  -3.613904  -2.688216  -0.13
H  0.688733  -6.403462  -0.884567  0.08
H  -0.997597  -5.735957  -1.116598  0.09
H  0.267888  -4.759106  -0.384222  0.06
H  0.236532  -5.576663  -3.318131  0.10
H  1.683120  -5.103278  -2.435238  0.10
H  -0.089792  -3.274911  -1.764443  0.06
C  -2.678326  -0.561011  -3.701998  -0.09
C  -2.866114  -0.259509  -5.177891  -0.41
O  -3.566115  -1.196170  -5.875350  -0.08
H  -3.650938  -0.527190  -3.267938  0.06
H  -2.089619  0.299711  -3.245543  0.07
H  -2.160556  -1.567900  -3.664443  0.08
H  -1.825937  -0.090458  -5.510739  0.10
H  -3.412941  0.696049  -5.246016  0.11
H  -3.260064  -2.113735  -5.682957  0.04
C  4.061107  1.729734  4.995007  -0.07
C  3.384462  3.032164  5.562834  -0.27
O  2.292043  3.361945  4.728042  -0.17
H  4.596078  1.996982  4.081280  0.05
H  3.463731  0.849734  4.860149  0.05
H  4.847821  1.490850  5.734839  0.07
H  4.079669  3.876758  5.490236  0.11
H  2.945337  2.951872  6.595874  0.12
H  2.564587  3.861452  3.916811  0.05
C  -2.963054  5.301336  0.037786  -0.07
C  -2.679685  3.845368  0.363974  -0.32
O  -1.501680  3.424236  -0.250341  -0.13
H  -3.169083  5.421203  -1.029567  0.08
H  -2.076410  5.834065  0.258946  0.04
H  -3.732182  5.757653  0.651904  0.07
H  -3.504619  3.076834  0.122771  0.14
H  -2.552377  3.819037  1.432676  0.08
H  -1.568176  3.425165  -1.202981  0.00
O  -2.160277  -1.168158  3.751931  -0.05
H  -2.668595  -0.666810  3.110008  0.01
H  -2.606701  -2.030849  3.860531  0.03
O  -1.639203  3.081368  -2.759258  -0.08
H  -0.729231  3.015767  -3.151154  0.01
H  -2.144901  2.446657  -3.322362  0.06
O  -3.734415  -0.052428  1.190586  -0.12
H  -3.777858  -0.016951  0.213863  0.04
H  -2.824380  0.383690  1.388112  0.00

Cartesian forces, eV/Å:
C -1.22 -0.02 -1.29
C 0.90 1.08 2.43
C -0.63 -2.32 -1.27
O -0.63 -0.01 1.43
C -0.43 1.16 0.51
N -0.17 0.68 0.34
H 0.99 0.43 0.31
H 0.13 -0.81 0.56
H 0.05 0.14 -0.43
H -0.54 -0.88 -0.22
H 0.39 0.96 -0.84
H 0.47 0.42 0.31
H 0.48 -0.45 -0.05
H 0.27 -0.02 -0.07
H -0.11 -0.56 -0.52
H 0.31 -0.48 -1.18
H -0.20 0.66 0.07
C 0.63 -1.81 1.69
C -0.98 0.15 0.54
C 2.34 -0.82 0.55
O -0.86 -0.07 -1.12
C 0.87 -1.22 0.48
N -0.70 1.36 -3.02
H 0.15 0.90 -1.58
H 0.23 0.05 -0.24
H -0.06 0.94 0.18
H -0.37 0.17 0.14
H -1.61 0.65 0.60
H 0.06 -0.14 -0.21
H 0.44 0.47 -0.75
H -0.53 0.05 -0.48
H -0.87 0.40 0.65
H 1.21 0.52 2.47
H 0.18 -1.65 -0.09
C 2.15 1.02 1.08
C -0.71 0.34 -0.58
C 1.89 -1.64 0.92
O -0.55 0.09 0.29
C -0.87 2.19 0.35
N 1.04 0.30 0.67
H -1.40 -1.09 0.58
H 0.14 -0.09 -0.39
H -0.19 0.22 0.09
H -0.26 -0.67 -0.31
H -0.82 -0.56 -1.12
H -0.08 1.57 -0.79
H 0.39 -0.99 -0.40
H -0.33 -0.30 -0.32
H 0.44 0.09 -0.14
H -0.63 -0.58 -0.29
H 0.14 0.52 0.03
C -0.64 -0.32 -0.28
C 1.17 -1.67 -0.42
C -0.25 1.29 -0.88
O -0.46 -0.10 0.14
C 0.41 -1.02 -0.34
N -0.43 0.45 0.48
H 0.53 -0.22 0.58
H -0.31 -0.95 -0.05
H -0.30 0.41 0.44
H -0.14 0.48 -0.16
H 0.14 0.36 0.03
H -0.56 -0.37 0.58
H 0.61 1.36 -0.87
H 0.08 -0.07 -0.09
H -0.59 0.24 1.20
H 0.02 -0.02 -0.71
H 0.78 0.23 0.44
C 0.82 -0.20 -0.96
C 1.45 0.10 0.14
C 0.17 -0.51 1.14
O -0.93 0.15 0.60
C 0.11 1.09 0.76
N -0.65 -1.58 0.62
H -0.34 0.47 -0.19
H 0.47 -0.03 0.49
H -0.63 -0.37 -0.16
H -0.09 -0.52 0.69
H 0.12 0.03 -0.66
H -0.62 -0.06 -0.78
H 0.60 0.56 0.02
H -0.34 -0.15 -0.48
H 0.29 -0.56 -0.53
H 0.17 0.47 -0.63
H -0.57 0.94 0.03
C 0.58 -0.77 0.46
C 0.93 -1.94 1.04
C -0.63 -0.90 -0.72
O -0.45 0.94 0.04
C 0.24 0.04 1.62
N -0.44 -1.29 0.48
H 0.05 0.27 0.43
H -0.89 1.32 -0.15
H -0.28 -0.33 -1.03
H -0.27 0.27 -0.58
H 1.22 0.20 -0.31
H -0.11 -0.66 -0.09
H 0.29 0.70 -0.30
H 0.14 -0.06 -0.70
H -0.49 -0.16 -0.25
H 0.21 0.16 -0.22
H -0.02 2.19 0.34
C 1.12 1.46 -2.63
C -2.35 1.16 0.24
O 0.44 0.14 0.11
H -0.22 -1.15 2.15
H 0.58 -0.07 0.27
H -0.33 -0.52 -0.24
H 0.21 -0.60 -0.07
H 0.66 -0.22 0.11
H -0.12 -0.01 0.09
C -2.03 1.05 0.62
C 1.47 -0.45 1.39
O -1.35 0.95 -2.41
H -0.09 -0.36 -0.73
H 0.92 -0.57 -0.37
H 0.02 -0.69 0.34
H 0.16 0.08 0.10
H 0.20 0.37 -0.78
H 0.72 -0.47 1.80
C -1.32 -0.29 1.71
C -1.40 1.32 -1.92
O 0.52 -1.12 1.89
H -0.28 -0.08 0.11
H 1.05 0.03 -0.34
H 0.15 -0.27 -0.09
H 0.21 0.19 0.42
H 0.64 0.64 -0.18
H 0.38 -0.26 -1.53
C 1.11 0.13 -0.30
C 1.13 1.53 1.01
O -0.72 -1.18 -0.75
H -0.68 -0.56 0.80
H -0.31 -1.36 -0.34
H -0.54 1.22 0.69
H -0.23 0.00 -0.75
H 0.21 -0.18 -0.30
H 0.11 0.33 0.05
C 1.41 1.73 1.73
C -0.44 -0.82 -0.75
O -1.16 0.39 -0.47
H -0.26 -0.15 -0.08
H -0.74 -0.13 -0.03
H -0.15 -0.24 -0.31
H 0.26 -0.32 0.48
H 0.79 -0.17 -0.93
H 0.34 -0.33 0.38
C -0.78 -0.63 -0.68
C -1.49 -0.66 -0.34
O 1.13 -0.19 1.47
H -0.18 0.15 0.13
H 1.00 0.64 0.14
H -0.43 -0.16 -0.07
H 0.68 1.42 0.26
H 0.30 -0.44 0.55
H -0.46 -0.13 -0.81
O 0.03 -0.75 0.34
H -0.24 -0.04 -0.11
H 0.03 0.53 -0.37
O -0.52 -0.92 -2.00
H 0.15 0.10 0.52
H 0.26 0.83 0.86
O 1.18 0.57 -0.62
H -0.17 -0.12 0.75
H -1.29 -0.51 0.03

Summary:
2S+1: 1
Energy (a.u.): -2893.2978
ΔE to the lowest compared entry with this formula, charge and spin (eV): 0.173
Net charge: 0

# 2
ORCA calculation (the ωB97M-V functional and the def2-TZVPD basis) on C20H6AuF5N3O2S2 as an isolated structure.

Last column: Löwdin charge in e.
Element x y z (Å)
Au  -0.003293  -0.480266  -0.025610  0.83
S  -0.173320  -1.378844  2.084292  0.63
C  -1.897319  -1.455049  1.859672  -1.10
S  -2.311684  -1.001955  0.245891  0.61
C  -2.778519  -1.806192  2.850907  -0.38
C  -2.312905  -2.124390  4.155838  -0.26
N  -1.920434  -2.369295  5.210895  0.14
C  -4.177487  -1.848069  2.600784  -0.25
N  -5.309622  -1.884998  2.392312  0.14
O  -0.473184  1.667616  -3.568301  0.05
C  -0.537699  1.289415  -2.410304  -0.58
O  -0.027641  0.176443  -1.997370  -0.18
C  -1.193005  2.223885  -1.390770  -0.19
C  -1.980722  3.302640  -1.862299  0.01
C  -2.600293  4.100138  -0.950201  0.00
C  -2.438591  3.844823  0.434596  -0.15
C  -3.060502  4.613996  1.445494  -0.04
C  -2.870496  4.303759  2.762393  -0.09
C  -2.049336  3.214764  3.128873  -0.07
C  -1.430896  2.458290  2.174383  -0.01
C  -1.617251  2.760219  0.805945  -0.21
N  -1.013047  1.977543  -0.126149  0.11
H  -2.064974  3.447664  -2.929000  0.11
H  -3.224794  4.928517  -1.264238  0.11
H  -3.692899  5.445523  1.157429  0.11
H  -3.355343  4.889372  3.532998  0.10
H  -1.915631  2.974633  4.175760  0.10
H  -0.806235  1.614038  2.435674  0.09
F  2.359744  -2.620243  0.280018  0.06
C  2.872454  -1.387345  0.139222  -0.25
C  2.040120  -0.289759  0.016819  -0.16
C  2.663417  0.936614  -0.139695  -0.24
F  1.940428  2.057404  -0.271590  0.08
C  4.041501  1.077262  -0.166201  -0.15
F  4.610713  2.279985  -0.312988  0.11
C  4.841023  -0.043394  -0.036093  -0.15
F  6.172901  0.074207  -0.057792  0.11
C  4.254972  -1.285065  0.116424  -0.15
F  5.029137  -2.371230  0.235654  0.11

Cartesian forces, eV/Å:
Au -0.19 -0.23 0.06
S -0.08 0.08 -0.16
C 0.01 0.00 0.05
S 0.12 0.00 0.08
C 0.11 0.04 -0.15
C 0.05 -0.01 0.10
N 0.01 -0.02 0.01
C -0.13 -0.01 -0.05
N 0.00 0.00 0.01
O -0.25 -0.04 0.03
C 0.47 0.30 -0.01
O -0.08 -0.11 0.15
C -0.07 -0.20 -0.04
C 0.00 0.03 0.01
C 0.02 -0.02 -0.01
C 0.00 0.03 -0.01
C 0.01 -0.02 0.03
C -0.02 0.02 -0.03
C 0.03 -0.03 0.00
C -0.04 0.03 0.04
C -0.01 0.06 -0.08
N -0.03 0.02 0.06
H -0.01 0.01 0.00
H 0.00 0.01 -0.01
H 0.00 0.01 0.00
H 0.00 0.00 0.00
H 0.00 0.00 0.00
H 0.02 -0.03 -0.01
F -0.01 -0.02 0.00
C 0.02 0.06 0.00
C 0.12 0.11 -0.09
C 0.03 -0.05 0.02
F 0.00 0.02 0.00
C -0.03 -0.05 0.01
F 0.00 0.01 0.00
C -0.03 0.01 0.00
F 0.01 0.00 0.00
C -0.05 0.00 0.00
F 0.00 -0.01 0.00

Summary:
2S+1: 1
Energy (a.u.): -2512.0028
ΔE to the lowest compared entry with this formula, charge and spin (eV): 0.000
Net charge: -1